*one*
{
  "formula": "C2H6NO",
  "method": "wB97M-V/def2-TZVPD",
  "species": ["C", "C", "N", "O", "H", "H", "H", "H", "H", "H"],
  "positions_angstrom": [[-0.7472, -0.1360, -0.1330], [-1.2758, -1.3402, 0.5269], [-1.1719, 1.3407, 0.4421], [0.0892, -0.0929, -0.9383], [-2.3432, -1.4905, 0.4789], [-1.1183, -1.2323, 1.6170], [-0.7045, -2.2068, 0.0814], [-2.0890, 1.5425, 0.0734], [-0.5282, 1.9649, -0.0513], [-1.4208, 1.3930, 1.4151]],
  "lumo_ev": -4.291,
  "smiles": "CC([NH3+])=O",
  "total_charge": 1
}

*two*
{
  "formula": "C2H6NO",
  "method": "wB97M-V/def2-TZVPD",
  "species": ["C", "C", "N", "O", "H", "H", "H", "H", "H", "H"],
  "positions_angstrom": [[-0.7358, 1.0314, 1.3038], [0.4144, 1.0325, 0.6068], [-0.4154, -1.0584, -0.6630], [-1.6551, 0.9091, 1.9287], [0.2323, 2.1498, 1.1565], [0.3677, 1.1622, -0.3957], [1.2766, 0.5567, 0.9132], [-0.5881, -1.1296, -1.6334], [-1.2232, -0.7445, -0.1615], [-0.2826, -2.0253, -0.3907]],
  "lumo_ev": -5.662,
  "total_charge": 1
}

*three*
{
  "formula": "C2H6NO",
  "method": "wB97M-V/def2-TZVPD",
  "species": ["C", "C", "N", "O", "H", "H", "H", "H", "H", "H"],
  "positions_angstrom": [[0.3254, 0.0607, -0.8387], [-0.0839, -0.5848, 0.4016], [0.1822, 0.8768, 0.3444], [-1.5603, -0.7576, 0.6888], [1.4454, -0.1240, -0.9536], [-0.3164, 0.1668, -1.7162], [0.4594, -1.1306, 1.0918], [1.0530, 1.4915, 0.7104], [-0.6912, 1.2871, 0.5769], [-2.0772, -1.3331, 0.1149]],
  "lumo_ev": -3.939,
  "smiles": "O[C@H]1C[NH2+]1",
  "total_charge": 1
}

Most favorable structure: *one*. The second most favorable one is 151.0 kJ/mol above it.